Record 1
Computed, not measured: a cluster of 11 separate species, C52H100F2N13O10S2 in total in a non-equilibrium geometry, with ωB97M-V/def2-TZVPD.

XYZ file:
```
179
Properties=species:S:1:pos:R:3:mulliken_charge:R:1
C 25.97302 -8.87470 9.39903 -0.216
C 26.88371 -8.14409 10.40197 -1.065
N 26.15728 -7.92736 11.66366 0.223
C 25.57031 -6.76470 12.14855 -0.232
C 25.12338 -7.11000 13.38022 -0.534
N 25.44146 -8.41200 13.67774 0.202
C 26.00342 -8.91085 12.57709 -0.294
C 25.11334 -9.07573 14.91088 -0.897
H 25.53301 -9.82203 9.69774 0.496
H 26.52334 -9.05398 8.47428 -0.441
H 25.21453 -8.15158 9.09323 0.531
H 27.20940 -7.14837 10.10496 0.355
H 27.78025 -8.73670 10.58169 0.372
H 25.59917 -5.86568 11.55870 0.443
H 24.67258 -6.44539 14.10006 0.442
H 26.38011 -9.90789 12.41800 0.552
H 25.89086 -9.06224 15.66905 0.305
H 24.80255 -10.10661 14.73087 0.384
H 24.15399 -8.68743 15.25283 0.381
C 23.16060 -15.36955 6.98855 -0.897
C 22.16296 -14.49270 6.22024 -0.805
N 21.11772 -13.98284 7.12664 0.315
C 19.93037 -14.60855 7.41060 -0.390
C 19.32772 -13.93560 8.44575 -0.327
N 20.10001 -12.79750 8.63291 0.213
C 21.17619 -12.87215 7.85762 -0.306
C 19.87421 -11.79390 9.68632 -0.756
H 22.62164 -16.21701 7.41998 0.457
H 23.68871 -14.75576 7.71429 0.225
H 23.83579 -15.91237 6.32709 0.369
H 21.63334 -15.11722 5.50402 0.287
H 22.73017 -13.70810 5.72617 0.404
H 19.76342 -15.56449 6.94139 0.402
H 18.43550 -14.08477 9.02775 0.413
H 22.04267 -12.23094 7.80048 0.434
H 18.97302 -12.10088 10.21264 0.318
H 19.59122 -10.85220 9.21525 0.326
H 20.75185 -11.65719 10.30873 0.292
C 31.27293 -13.47303 8.43986 0.313
C 32.79255 -13.23882 8.37822 -1.160
N 33.40862 -14.17483 7.43764 0.417
C 33.84656 -13.90527 6.15878 -0.042
C 34.15383 -15.09385 5.58770 -1.126
N 34.02082 -16.09773 6.49472 0.311
C 33.55002 -15.50597 7.61948 -0.990
C 34.08142 -17.57261 6.30991 -0.502
H 30.73133 -12.98888 9.25494 0.637
H 31.01949 -14.50150 8.69740 -0.211
H 30.87754 -13.10480 7.49355 -0.213
H 33.19016 -13.50570 9.36152 0.401
H 33.20807 -12.23970 8.26294 0.434
H 33.84594 -12.88097 5.83930 0.761
H 34.39240 -15.17639 4.54016 0.505
H 33.39463 -16.06423 8.52858 0.728
H 35.02405 -17.99465 6.65399 0.280
H 33.85223 -17.79537 5.27371 0.405
H 33.33214 -17.98320 6.99315 0.082
C 27.18789 -8.22402 5.14671 -0.905
C 27.07220 -7.06918 6.14717 -0.379
N 27.65161 -5.82214 5.71952 0.316
C 28.27623 -5.60972 4.48150 -0.238
C 28.53754 -4.30270 4.36178 -0.778
N 28.05980 -3.66740 5.50131 0.099
C 27.55851 -4.62113 6.30717 -0.039
C 28.17219 -2.23976 5.74756 -0.800
H 28.20163 -8.35646 4.76708 0.529
H 26.59790 -7.90840 4.28492 0.617
H 26.81690 -9.12438 5.62267 -0.379
H 27.44250 -7.28118 7.15442 0.099
H 26.02409 -6.82203 6.33970 0.531
H 28.46760 -6.41990 3.80311 0.488
H 28.88825 -3.71922 3.52664 0.455
H 27.24476 -4.40607 7.31568 0.395
H 27.61103 -1.63367 5.03945 0.335
H 29.21562 -1.94281 5.64146 0.375
H 27.88687 -2.02465 6.77460 0.282
C 30.96134 -16.01168 4.93073 -0.884
C 30.47465 -15.35190 3.61757 0.577
N 31.09028 -14.02910 3.68872 0.968
C 32.37807 -13.72120 3.29901 -0.278
C 32.64308 -12.44830 3.68714 -1.866
N 31.49311 -11.97848 4.30625 0.850
C 30.55426 -12.92668 4.23721 0.501
C 31.41192 -10.69663 4.95165 -1.115
H 30.08237 -16.48168 5.36551 0.571
H 31.26957 -15.26533 5.66801 -0.203
H 31.80565 -16.69732 4.87936 0.456
H 29.38628 -15.30535 3.59922 -1.186
H 30.74530 -15.90792 2.72160 0.787
H 32.93909 -14.47864 2.77612 0.833
H 33.51607 -11.81762 3.67643 0.663
H 29.54782 -12.90025 4.63001 -0.405
H 32.23898 -10.54695 5.64159 0.296
H 30.48550 -10.60816 5.52063 0.330
H 31.33401 -9.96133 4.14970 0.368
C 31.54497 -18.88460 10.70698 -1.378
C 30.08611 -18.57962 11.08900 -0.067
C 29.85765 -17.09339 11.18423 -0.018
N 28.42190 -16.61638 11.52377 0.312
C 27.93744 -16.99252 12.88604 -0.832
C 28.35420 -15.09981 11.38557 0.385
C 26.87482 -14.73346 11.15100 -0.487
C 26.31098 -15.99294 10.46432 -0.093
C 27.41043 -17.05496 10.44558 -0.641
H 31.85311 -18.32561 9.82002 0.203
H 31.61441 -19.91911 10.37315 0.375
H 32.26172 -18.71234 11.50840 0.459
H 29.85036 -19.01849 12.05997 0.302
H 29.41824 -18.95530 10.31266 0.456
H 29.93712 -16.65149 10.18838 0.017
H 30.57506 -16.59343 11.83600 0.358
H 26.85474 -16.94182 12.94932 0.359
H 28.39764 -16.39347 13.67033 0.353
H 28.35383 -17.98931 13.02510 0.285
H 28.74198 -14.54202 12.23638 0.685
H 28.88898 -14.76594 10.49725 -0.871
H 26.45964 -14.47367 12.12386 0.330
H 26.85074 -13.89759 10.45490 0.170
H 25.34855 -16.32485 10.84899 0.525
H 26.12086 -15.68564 9.43566 -0.285
H 27.14737 -18.07124 10.73248 0.591
H 27.98379 -17.06730 9.52023 0.146
C 26.17145 -11.51578 3.70566 -0.992
C 26.62941 -12.03139 2.32079 1.264
C 27.58047 -11.00155 1.62717 -1.284
N 28.27329 -11.57118 0.38140 0.755
C 27.25301 -11.99219 -0.65408 -1.058
C 29.25978 -12.70038 0.70418 0.481
C 30.64099 -12.02456 0.63912 -0.205
C 30.45513 -11.11349 -0.55855 -0.835
C 29.10280 -10.46152 -0.22941 -0.588
H 25.91166 -12.41919 4.25674 0.138
H 25.33802 -10.81732 3.69651 0.651
H 27.06098 -11.11602 4.19984 -0.324
H 25.81336 -12.27497 1.64581 0.652
H 27.23337 -12.91165 2.53402 -1.208
H 28.39209 -10.70977 2.29507 0.325
H 26.99747 -10.14232 1.29816 0.566
H 27.72408 -12.23701 -1.60214 0.429
H 26.49109 -11.22604 -0.79722 0.342
H 26.70050 -12.84598 -0.24814 0.312
H 29.07445 -13.47807 -0.03351 0.212
H 28.97405 -13.08181 1.67978 -0.580
H 31.47844 -12.69045 0.43305 0.424
H 30.82457 -11.47341 1.56427 -0.160
H 30.42648 -11.62537 -1.52311 0.408
H 31.32723 -10.48090 -0.73447 0.427
H 28.67780 -10.06123 -1.14569 0.363
H 29.28016 -9.69986 0.52774 0.253
N 28.20072 -12.68545 6.31234 0.422
S 27.69952 -14.11491 7.02591 0.672
O 26.30525 -14.48015 6.94815 -0.282
O 28.37919 -14.67263 8.17126 -0.493
F 28.39620 -15.09001 5.92856 -0.328
S 27.44351 -11.82395 7.34377 -0.212
O 27.82698 -11.87376 8.74053 -0.570
O 26.04104 -11.57456 7.07390 -0.007
F 28.12855 -10.42666 6.92753 -0.321
C 30.86510 -16.92728 8.15882 1.907
C 31.26188 -18.38548 8.06697 0.099
O 32.49223 -18.61546 7.84589 -0.753
O 30.41665 -19.27088 8.24307 -0.712
H 31.67467 -16.22432 7.95673 -1.057
H 30.38405 -16.67153 9.11229 -0.804
H 29.96679 -16.81062 7.54723 -0.372
C 23.80838 -9.53811 6.93550 0.593
C 22.39238 -9.19552 6.43381 0.252
O 22.35840 -8.32788 5.53455 -0.747
O 21.39711 -9.59142 7.09588 -0.690
H 23.80216 -9.40614 8.02189 0.031
H 24.61246 -8.89629 6.57214 -0.359
H 24.03861 -10.57060 6.65825 -0.140
C 26.81171 -15.42740 3.18236 0.387
C 26.94641 -15.23277 1.68791 0.716
O 28.05440 -15.44400 1.12988 -0.725
O 25.95066 -14.73926 1.08864 -0.774
H 27.54364 -14.72309 3.60010 -1.137
H 26.99456 -16.47003 3.43352 0.476
H 25.88676 -15.01044 3.57899 0.249
```

## Properties
Calculated total energy = -4500.61862 hartree
Kohn-Sham gap = 5.44 eV
Net charge = +3


Record 2
Computed, not measured: a structure of composition C21H21N3O2RuSbSe in a non-equilibrium geometry, with ωB97M-V/def2-TZVPD.

XYZ file:
```
50
Properties=species:S:1:pos:R:3:mulliken_charge:R:1
Ru -0.08936 -0.42060 -0.80639 0.256
O 3.11734 -0.56308 5.42543 -0.574
N 3.83007 -0.96925 4.53432 1.048
O 4.99146 -1.26063 4.62374 -0.562
C 3.25672 -0.95548 3.14689 -0.577
C 4.13970 -1.18742 2.14881 -0.608
C 3.73475 -1.15760 0.77794 0.621
C 4.58516 -1.39590 -0.32472 -0.396
C 4.06913 -1.33236 -1.60175 -1.028
C 2.71851 -1.03515 -1.78754 -0.136
N 1.90124 -0.81128 -0.76051 -0.120
C 2.40488 -0.87279 0.50431 0.399
C 1.47746 -0.63846 1.56066 0.355
N 0.19781 -0.40155 1.14478 -0.169
C -0.76120 -0.22548 2.05000 -0.149
C -0.48346 -0.28988 3.41065 -0.959
C 0.80557 -0.51291 3.84813 -0.282
C 1.85327 -0.68883 2.90566 0.467
H 5.17188 -1.38539 2.41118 0.633
H 5.63142 -1.62776 -0.16514 0.544
H 4.69199 -1.51623 -2.46585 0.465
H 2.28474 -0.99035 -2.77977 0.540
H -1.76438 -0.04741 1.67638 0.481
H -1.28892 -0.16293 4.12014 0.474
H 1.02039 -0.55679 4.90276 0.644
C 0.27051 3.41375 -0.28103 -1.187
Sb -0.26471 2.03466 -1.78710 1.031
C 1.17551 2.15782 -3.32588 -1.194
C -2.09170 2.66853 -2.63509 -1.143
H 0.28283 4.40176 -0.74222 0.439
H 1.26162 3.18273 0.10368 0.379
H -0.46031 3.39688 0.52438 0.416
H 1.06208 3.13691 -3.79279 0.434
H 1.01285 1.38636 -4.07511 0.394
H 2.17474 2.07977 -2.90198 0.388
H -1.91561 3.68061 -3.00304 0.428
H -2.88697 2.69819 -1.89345 0.407
H -2.36397 2.01935 -3.46402 0.412
Se -1.61243 -1.75193 -2.00352 0.053
C -3.30338 -1.39664 -1.33598 0.574
C -3.71183 -0.18765 -0.73598 0.255
C -5.00945 -0.04768 -0.31787 -0.836
C -5.92014 -1.10641 -0.48678 -0.392
C -5.52862 -2.31067 -1.07009 -0.705
C -4.22642 -2.46697 -1.48450 -0.475
H -2.99873 0.62493 -0.63394 0.222
H -5.35320 0.87550 0.12868 0.439
H -6.94381 -0.97745 -0.15944 0.433
H -6.24498 -3.11154 -1.18964 0.447
H -3.90003 -3.39533 -1.93741 0.419
```

## Properties
Energy relative to the best compared isomer or geometry (same formula, charge and spin) = 8.30 kcal per mole
Calculated total energy = -3862.99150 hartree
Kohn-Sham gap (alpha / beta) = 5.67 / 5.66 eV
Net charge = +3


Record 3
Computed, not measured: an isolated molecule of C4H7NO2S in a non-equilibrium geometry, with ωB97M-V/def2-TZVPD.

XYZ file:
```
15
Properties=species:S:1:pos:R:3:mulliken_charge:R:1
O 0.72901 2.49260 -0.43660 -0.526
C 1.09144 1.63852 -1.22287 -0.062
N 0.76682 0.31241 -1.06684 -0.226
C 0.16266 -0.08285 0.22785 0.231
C -1.42575 -0.13594 0.13894 -0.781
S -2.20021 0.06495 1.74268 -0.185
C 0.80914 -1.37636 0.67476 -0.179
O 0.61540 -1.81333 1.78177 -0.438
H 1.61021 1.85181 -2.16258 0.369
H 0.82658 -0.29851 -1.86806 0.235
H 0.38746 0.75772 0.88778 0.376
H -1.57580 -1.11368 -0.30778 0.327
H -1.60678 0.62848 -0.61502 0.367
H -1.79818 -1.12968 2.18556 0.143
H 1.60798 -1.79614 0.04042 0.348
```

## Properties
Energy relative to the best compared isomer or geometry (same formula, charge and spin) = 38.05 kcal per mole
Calculated total energy = -760.01591 hartree
Kohn-Sham gap = 9.48 eV
SMILES string = O=CN[C@H](C=O)CS


Record 4
Computed, not measured: an isolated molecule of C5H7FO in a non-equilibrium geometry, with ωB97M-V/def2-TZVPD.

XYZ file:
```
14
Properties=species:S:1:pos:R:3:mulliken_charge:R:1
C 0.20552 0.44095 0.39062 -0.133
C 0.13267 0.25179 -1.07387 -0.217
C -1.09018 -0.04023 1.01185 -0.866
C 0.22388 1.11536 -2.03548 -0.257
C 0.18163 -0.73421 1.38519 -0.047
O 0.49979 -1.98267 0.99498 -0.533
F 0.04639 0.72901 -3.31836 -0.251
H 0.75864 1.31711 0.72958 0.434
H -0.13923 -0.84834 -1.14717 0.304
H -1.60840 0.59339 1.61076 0.318
H -1.68013 -0.44846 0.20880 0.258
H 0.48830 2.25135 -2.08496 0.272
H 0.53091 -0.69257 2.44044 0.372
H 1.45022 -1.95246 0.88764 0.346
```

## Properties
Energy relative to the best compared isomer or geometry (same formula, charge and spin) = 51.45 kcal per mole
Calculated total energy = -369.71701 hartree
Kohn-Sham gap = 9.89 eV
SMILES string = O[C@@H]1C[C@@H]1/C=C/F